The following is a quantum chemistry calculation of C19H20BN10OOsS as an isolated structure, from the OMol25 dataset.

Each line ends with the Löwdin charge.
Atoms and positions in Å:
Os -0.31 0.53 0.72  1.47
C -0.09 -0.57 4.91  -0.01
C -0.46 0.28 3.88  -0.14
N -0.08 -0.23 2.70  -0.16
N 0.54 -1.41 2.96  0.04
C 0.54 -1.62 4.28  -0.02
B 1.11 -2.20 1.73  -0.61
N -0.09 -2.48 0.77  0.02
C -0.55 -3.65 0.30  -0.02
C -1.60 -3.40 -0.57  -0.01
C -1.72 -2.03 -0.60  -0.10
N -0.81 -1.48 0.22  -0.13
N 2.10 -1.21 1.00  0.03
C 3.39 -1.36 0.71  -0.01
C 3.83 -0.25 0.00  0.00
C 2.72 0.55 -0.13  -0.09
N 1.68 -0.02 0.49  -0.15
N 1.84 -3.49 2.00  -0.02
C 2.16 -4.24 3.10  -0.06
C 2.84 -5.34 2.67  -0.04
C 2.89 -5.20 1.27  -0.12
N 2.29 -4.10 0.87  0.05
H -0.26 -0.44 5.97  0.12
H -0.97 1.23 3.93  0.07
H 0.97 -2.50 4.72  0.11
H -0.09 -4.58 0.60  0.13
H -2.17 -4.13 -1.11  0.11
H -2.39 -1.40 -1.17  0.12
H 3.92 -2.25 1.00  0.13
H 4.82 -0.07 -0.38  0.12
H 2.60 1.50 -0.63  0.12
H 1.90 -3.97 4.10  0.10
H 3.23 -6.14 3.28  0.11
H 3.34 -5.86 0.55  0.12
N -1.66 3.43 -0.78  0.17
C -2.11 3.42 0.43  -0.73
S -1.89 2.19 1.60  0.72
N -2.86 4.52 0.91  0.11
C -3.78 5.27 0.27  -0.17
C -4.26 6.43 0.95  0.05
C -5.17 7.25 0.35  0.00
C -5.65 6.93 -0.93  0.05
C -5.21 5.77 -1.60  0.00
C -4.29 4.94 -1.03  0.03
H -1.13 2.54 -1.08  0.04
H -1.75 4.24 -1.37  0.14
H -2.73 4.71 1.90  0.15
H -3.87 6.66 1.94  0.14
H -5.53 8.13 0.86  0.14
H -6.37 7.58 -1.41  0.14
H -5.62 5.52 -2.57  0.14
H -4.00 4.02 -1.51  0.13
O -0.47 1.19 -0.94  -0.54

## Properties
Expectation value of S² = 8.796
Multiplicity = 6
Total charge = +2
ΔE to the lowest compared entry with this formula, charge and spin = 0.226 eV
E_HOMO (alpha / beta) = -13.526 / -13.540 eV
Gap between HOMO and LUMO (alpha / beta) = 0.260 / 0.137 Eh
LUMO (alpha / beta) = -6.4598 / -9.8093 eV